Entry 1:
Computed, not measured: a 2-piece molecular cluster, C2H9N3O overall in a non-equilibrium geometry, with ωB97M-V/def2-TZVPD.

Each line ends with the Mulliken charge.
Element x y z (Å)
C1 -1.930 0.356 -1.128  -0.74
N1 -1.099 0.903 -0.051  -0.07
O1 -1.137 0.190 1.033  -0.52
H1 -1.756 -0.717 -1.282  0.30
H2 -1.728 0.903 -2.050  0.32
H3 -2.973 0.497 -0.844  0.26
C2 1.257 -0.125 -0.497  -0.84
N2 1.006 -0.892 0.589  -0.05
N3 1.451 -0.525 1.881  -0.56
H4 0.071 -1.299 0.658  0.35
H5 2.459 -0.624 1.925  0.25
H6 1.203 0.445 2.073  0.24
H7 2.104 0.545 -0.425  0.38
H8 0.020 0.937 -0.428  0.33
H9 1.052 -0.594 -1.452  0.36

Cartesian forces, eV/Å:
-0.07 -0.11 -0.05
0.97 -0.50 0.53
-0.20 0.58 -0.79
0.01 0.09 0.04
0.01 -0.01 0.05
0.05 -0.02 -0.01
-0.32 0.14 0.14
0.06 -0.07 0.23
0.09 0.22 -0.15
0.10 -0.03 -0.05
-0.07 -0.04 -0.13
-0.12 -0.14 -0.02
0.02 -0.02 -0.02
-0.51 -0.12 0.28
-0.01 0.05 -0.05

The value obtained for the frontier orbital gap (spin up / spin down) is 8.3271 / 7.6767 eV. The value obtained for the strongest force on any atom is 1.210 eV/Å. The HOMO energy (spin up / spin down) is -8.14 / -7.38 eV. The calculation puts the relative energy (zero: lowest compared OMol25 entry of this formula, charge and spin) at 5.8329 eV.

=====

Entry 2:
Computed, not measured: C2H9N3O2 as an isolated structure in a non-equilibrium geometry, with ωB97M-V/def2-TZVPD.

Each line ends with the Mulliken charge.
Element x y z (Å)
C1 -0.896 -0.010 0.231  0.32
C2 -1.779 -0.332 -0.944  -1.39
N1 -0.948 1.331 0.676  -0.55
H1 -0.864 1.999 -0.081  0.24
H2 -0.237 1.534 1.370  0.29
H3 -1.100 -0.693 1.066  0.34
H4 0.499 -0.324 0.613  0.38
H5 -1.695 -1.390 -1.198  0.34
H6 -1.527 0.235 -1.843  0.37
H7 -2.832 -0.121 -0.740  0.38
N2 1.711 -0.591 1.053  -0.69
O1 2.499 0.577 1.113  -0.36
N3 0.934 -0.285 -0.889  0.08
O2 1.062 -1.266 -1.519  -0.34
H8 2.839 0.721 0.205  0.33
H9 2.334 -1.384 0.889  0.27

Cartesian forces, eV/Å:
-0.21 -0.03 -0.37
-0.01 -0.12 -0.16
0.26 0.04 -0.15
-0.01 -0.02 -0.01
-0.08 0.05 0.07
0.11 -0.02 -0.05
1.86 -1.35 0.35
0.02 0.05 0.01
0.19 0.11 0.06
0.05 -0.05 0.22
-1.21 1.19 -0.03
0.29 0.06 -0.28
0.35 -1.18 -0.54
-0.87 1.19 0.73
-0.22 0.00 0.52
-0.51 0.07 -0.35

The value obtained for the frontier orbital gap is 8.1784 eV. The value obtained for the strongest force on any atom is 2.322 eV/Å. The HOMO energy is -7.71 eV. The calculation puts the relative energy (zero: lowest compared OMol25 entry of this formula, charge and spin) at 8.0571 eV.

=====

Entry 3:
Computed, not measured: a 2-piece molecular cluster, C2H9N4 overall, with ωB97M-V/def2-TZVPD.

Each line ends with the Mulliken charge.
Element x y z (Å)
C1 0.681 -0.658 -1.204  -0.58
C2 -0.113 -0.713 0.036  0.68
N1 1.200 -0.550 0.158  0.17
N2 -0.955 -1.572 0.592  -0.43
N3 -1.172 1.023 0.227  -0.67
N4 2.050 0.307 0.815  -0.65
H1 0.931 -1.575 -1.727  0.25
H2 0.629 0.225 -1.826  0.28
H3 -1.743 -1.907 0.058  0.26
H4 -1.052 -1.595 1.596  0.27
H5 -2.013 0.891 0.777  0.29
H6 -0.568 1.693 0.695  0.31
H7 -1.426 1.398 -0.682  0.30
H8 2.525 0.940 0.176  0.25
H9 2.739 -0.226 1.343  0.29

Cartesian forces, eV/Å:
0.32 -0.15 -0.19
-0.53 -0.23 0.28
-0.10 -0.14 -0.39
-0.36 -0.44 0.28
0.88 0.19 -0.44
0.27 0.59 0.57
-0.02 0.02 -0.05
-0.13 0.26 0.07
0.09 0.02 0.01
0.06 -0.08 -0.03
0.01 -0.09 0.03
-0.11 0.11 0.04
-0.08 0.08 0.07
-0.16 -0.19 -0.01
-0.14 0.07 -0.24

The value obtained for the frontier orbital gap is 10.5013 eV. The value obtained for the strongest force on any atom is 0.998 eV/Å. The HOMO energy is -13.73 eV. The calculation puts the relative energy (zero: lowest compared OMol25 entry of this formula, charge and spin) at 3.6318 eV. The charge is +1.

=====

Entry 4:
Computed, not measured: an isolated ion of composition C2H9N4 and charge +1 in a non-equilibrium geometry, with ωB97M-V/def2-TZVPD.

Each line ends with the Mulliken charge.
Element x y z (Å)
C1 -0.125 0.947 0.728  -0.51
C2 -0.364 -1.292 0.527  -0.37
N1 1.218 0.716 -0.351  -0.04
N2 1.398 -0.625 -0.551  -0.71
N3 -0.924 -0.083 0.318  0.38
N4 -1.698 0.216 -0.812  -0.76
H1 -0.223 1.963 0.489  0.42
H2 0.926 0.972 -1.351  0.38
H3 0.379 0.723 1.672  0.35
H4 -0.729 -2.035 -0.117  0.37
H5 0.284 -1.382 1.453  0.35
H6 2.049 1.129 0.016  0.33
H7 -1.512 -0.306 -1.651  0.27
H8 -2.677 -0.070 -0.607  0.28
H9 1.997 -0.872 0.238  0.25

Cartesian forces, eV/Å:
2.31 -0.69 -0.13
2.83 2.17 -0.10
-2.05 -0.76 -2.54
-0.21 -2.17 1.55
-0.26 0.44 0.53
-2.27 -0.08 0.35
-1.64 1.14 0.15
0.69 1.00 2.13
-0.33 0.33 -0.07
-0.31 -1.41 -0.12
-1.50 -0.47 -1.25
0.52 1.02 0.00
1.10 -0.55 -0.21
0.78 0.68 0.07
0.33 -0.65 -0.35

The value obtained for the frontier orbital gap is 10.2049 eV. The value obtained for the strongest force on any atom is 3.566 eV/Å. The HOMO energy is -13.91 eV. The calculation puts the relative energy (zero: lowest compared OMol25 entry of this formula, charge and spin) at 5.5512 eV. The charge is +1.

=====

Entry 5:
Computed, not measured: an isolated ion of composition C2H9N4 and charge +1 in a non-equilibrium geometry, with ωB97M-V/def2-TZVPD.

Each line ends with the Mulliken charge.
Element x y z (Å)
H1 -1.757 -0.725 -1.327  0.27
N1 -1.731 -0.395 -0.364  -0.55
N2 -1.152 0.728 -0.215  0.27
C1 -0.447 0.869 0.958  -0.60
N3 0.574 -0.231 0.661  0.09
C2 1.607 0.221 -0.431  -0.79
N4 -0.115 -1.319 0.309  -0.43
H2 -0.861 1.273 -1.018  0.32
H3 0.101 1.739 0.939  0.47
H4 -0.910 0.666 1.916  0.29
H5 1.705 1.330 -0.305  0.32
H6 2.429 -0.331 -0.074  0.33
H7 1.151 -0.145 -1.391  0.37
H8 0.144 -1.803 -0.579  0.32
H9 -0.737 -1.874 0.919  0.33

Cartesian forces, eV/Å:
-0.29 0.58 -0.40
-0.59 -1.29 0.54
-2.08 2.03 -1.36
0.77 -1.80 0.27
0.75 0.59 0.30
-3.21 -0.41 1.26
-0.09 -1.94 -1.81
0.33 -0.07 -0.02
0.87 2.13 0.41
-0.54 -0.09 -0.20
0.15 -1.20 -0.49
1.54 -0.32 -0.48
1.08 0.72 0.47
0.11 0.39 1.32
1.20 0.68 0.19

The value obtained for the frontier orbital gap is 9.8837 eV. The value obtained for the strongest force on any atom is 3.476 eV/Å. The HOMO energy is -13.87 eV. The calculation puts the relative energy (zero: lowest compared OMol25 entry of this formula, charge and spin) at 5.3109 eV. The charge is +1.

=====

Entry 6:
Computed, not measured: an isolated ion of composition C2H9N4O and charge +1 in a non-equilibrium geometry, with ωB97M-V/def2-TZVPD.

Each line ends with the Mulliken charge.
Element x y z (Å)
C1 0.254 -1.912 0.619  -0.87
N1 0.244 -0.501 -0.002  -0.32
C2 -0.679 0.446 0.818  0.14
N2 -1.897 -0.400 1.019  -0.09
O1 -2.722 0.036 1.760  -0.25
N3 -0.933 1.522 -0.103  -0.25
N4 0.068 2.541 -0.046  -0.61
H1 -0.567 -1.991 1.207  0.39
H2 0.164 -2.631 -0.190  0.37
H3 1.102 -2.018 1.251  0.38
H4 1.339 -0.347 -0.072  0.43
H5 0.083 -0.418 -1.006  0.41
H6 -0.172 0.689 1.727  0.48
H7 -1.907 1.897 0.032  0.29
H8 -0.369 3.429 0.012  0.26
H9 0.392 2.540 -1.033  0.28

Cartesian forces, eV/Å:
1.04 0.56 -2.51
3.55 -1.15 0.98
0.73 0.75 -2.16
-1.16 -0.27 0.01
1.01 0.31 -0.47
-2.29 0.13 1.14
0.88 -1.15 -1.89
-2.47 -0.40 1.56
0.36 -0.16 0.15
0.95 -0.13 0.05
-2.66 0.88 0.99
-1.28 -0.37 0.01
0.35 0.21 0.72
1.32 -0.50 -0.18
-0.61 1.01 0.63
0.27 0.28 0.95

The value obtained for the frontier orbital gap is 8.9796 eV. The value obtained for the strongest force on any atom is 3.859 eV/Å. The HOMO energy is -14.02 eV. The calculation puts the relative energy (zero: lowest compared OMol25 entry of this formula, charge and spin) at 6.7046 eV. The charge is +1.

=====

Please write out number 1 again, unchanged.
Computed, not measured: a 2-piece molecular cluster, C2H9N3O overall in a non-equilibrium geometry, with ωB97M-V/def2-TZVPD.

Each line ends with the Mulliken charge.
Element x y z (Å)
C1 -1.930 0.356 -1.128  -0.74
N1 -1.099 0.903 -0.051  -0.07
O1 -1.137 0.190 1.033  -0.52
H1 -1.756 -0.717 -1.282  0.30
H2 -1.728 0.903 -2.050  0.32
H3 -2.973 0.497 -0.844  0.26
C2 1.257 -0.125 -0.497  -0.84
N2 1.006 -0.892 0.589  -0.05
N3 1.451 -0.525 1.881  -0.56
H4 0.071 -1.299 0.658  0.35
H5 2.459 -0.624 1.925  0.25
H6 1.203 0.445 2.073  0.24
H7 2.104 0.545 -0.425  0.38
H8 0.020 0.937 -0.428  0.33
H9 1.052 -0.594 -1.452  0.36

Cartesian forces, eV/Å:
-0.07 -0.11 -0.05
0.97 -0.50 0.53
-0.20 0.58 -0.79
0.01 0.09 0.04
0.01 -0.01 0.05
0.05 -0.02 -0.01
-0.32 0.14 0.14
0.06 -0.07 0.23
0.09 0.22 -0.15
0.10 -0.03 -0.05
-0.07 -0.04 -0.13
-0.12 -0.14 -0.02
0.02 -0.02 -0.02
-0.51 -0.12 0.28
-0.01 0.05 -0.05

The value obtained for the frontier orbital gap (spin up / spin down) is 8.3271 / 7.6767 eV. The value obtained for the strongest force on any atom is 1.210 eV/Å. The HOMO energy (spin up / spin down) is -8.14 / -7.38 eV. The calculation puts the relative energy (zero: lowest compared OMol25 entry of this formula, charge and spin) at 5.8329 eV.